12
Properties=species:S:1:pos:R:3:forces:R:3:lowdin_charge:R:1 method="wB97M-V/def2-TZVPD" charge=-1 e_homo_ev=-4.43 e_above_lowest_ev=4.151 multiplicity=1 e_lumo_ha=0.1175 mol_weight_g_mol=147.14 energy_ev=-23009.45282
O 0.750 1.580 2.416 -0.1 -0.7 1.2 -0.102
H -1.384 -2.439 -0.779 0.3 1.1 -1.2 0.079
C -0.632 -1.744 -1.293 -1.3 -1.0 4.8 -0.541
N -1.243 -0.486 -1.583 -1.2 0.0 -2.6 -0.058
S 0.535 -1.512 0.085 0.0 1.1 -0.2 0.767
H -0.842 0.230 1.109 0.3 0.4 -0.2 0.098
C -0.202 0.265 0.211 4.0 0.9 3.6 -0.589
O 2.077 2.792 1.221 0.9 0.1 0.1 -0.094
N -1.008 0.488 -0.896 -0.6 -0.2 -0.7 0.003
N 1.282 1.846 1.323 -1.6 0.9 0.4 -0.591
H -0.243 -2.307 -2.052 1.0 -0.7 -2.5 0.019
N 0.911 1.286 0.238 -1.5 -2.0 -2.7 0.009